Formula: C16H11F3IrN3O7S2
Source: the OMol25 dataset
Level of theory: ωB97M-V with the def2-TZVPD basis set

CARTESIAN COORDINATES (ANGSTROEM)
Ir 0.083560 -0.008823 0.572317
C 2.976571 1.407888 -1.324123
C 1.804733 2.169388 -0.835653
N 0.676075 1.691812 -0.324590
C -0.116564 2.774896 0.001479
C 0.521636 3.917072 -0.340539
N 1.722060 3.512368 -0.865048
C 0.185196 5.359693 -0.245771
O -1.009024 5.654949 0.222519
O 0.999712 6.174153 -0.604060
C -1.330841 2.508312 0.799255
O -2.156967 3.382069 1.037650
O -1.395695 1.276113 1.164106
H 2.761261 0.349071 -1.278717
H 3.846582 1.605916 -0.697697
H 3.208770 1.686946 -2.351933
H 2.419944 4.163098 -1.196135
H -1.515570 4.842349 0.517122
S -2.666912 -3.237638 -0.124980
C -3.614100 -1.811290 -0.152498
C -2.869058 -0.675176 -0.167019
C -1.466302 -0.953258 -0.155180
C -1.227584 -2.306730 -0.145283
C 0.133761 -2.787149 -0.215798
C 0.519051 -4.123741 -0.243628
C 1.855630 -4.431618 -0.348294
C 2.781627 -3.401294 -0.466071
C 2.329954 -2.102699 -0.438493
N 1.034669 -1.776174 -0.298197
H -4.690287 -1.887279 -0.144896
H -3.297746 0.314214 -0.188843
H -0.233495 -4.897353 -0.177705
H 2.180297 -5.463935 -0.347929
H 3.839112 -3.598626 -0.561954
H 3.022857 -1.285674 -0.529574
F 2.967227 1.455337 3.732498
C 1.806440 0.797817 3.749782
F 0.854556 1.621676 3.295890
F 1.515366 0.452451 4.997324
S 1.952612 -0.701564 2.690482
O 0.577733 -1.229070 2.566518
O 2.888942 -1.538226 3.360049
O 2.361610 -0.111273 1.399017

Forces on atoms 1 to 6 (eV/Å):
Ir 0.9590 -0.9204 -1.1892
C -0.0069 0.0498 0.0139
C -0.1011 -0.0779 -0.2089
N -0.2941 0.1460 -0.4026
C -0.0700 -0.0714 0.1995
C 0.1006 -0.0313 -0.0935

Summary:
**Strongest force on any atom**: 1.8 eV Å⁻¹
**Frontier orbital gap**: 7.9 eV
**E_HOMO**: -0.3113 Eh